Density functional theory data (wB97M-V/def2-TZVPD) for a molecular structure, C3H6S in a non-equilibrium geometry.

Properties
* LUMO energy: 0.9 eV
* largest force on an atom: 0.1653 hartree/bohr
* E_HOMO: -8.4643 eV
* gap between HOMO and LUMO: 9.403 eV

Each line ends with the natural charge from an NBO analysis.
CARTESIAN COORDINATES (ANGSTROEM)
C 1.245 0.059 -0.017  -0.424
C 0.280 1.217 -0.025  -0.492
C 0.472 -1.086 -0.046  -0.488
H 2.121 -0.014 0.973  0.189
H 1.980 -0.076 -0.850  0.222
H 0.439 1.803 0.910  0.228
H 0.211 1.677 -0.975  0.221
H 0.378 -1.719 0.868  0.209
H 0.374 -1.912 -0.705  0.225
S -1.093 -0.056 0.019  0.110